No. 1
Molecular formula: C8H8N4O4
Method: DFT, ωB97M-V/def2-TZVPD

Last column: Mulliken charge in e.
Element x y z (Å)
O  -3.2782  0.6520  2.5251  -0.609
C  -3.1237  0.3999  1.3031  0.313
H  2.6892  0.9728  2.0496  0.268
C  2.8868  -0.8154  1.2417  0.357
N  -2.6333  -0.8837  0.7689  -0.128
H  -3.3543  2.0938  -1.5704  0.393
C  -2.7248  -1.2798  -0.5791  0.644
H  -2.7835  -1.6780  1.4217  0.275
N  -3.0355  1.3872  0.3695  -0.095
H  3.3769  1.1257  -2.1182  0.431
O  2.6863  2.4878  0.0465  -0.622
C  3.1985  0.5333  -1.2813  -0.600
H  -3.0434  2.3495  0.6888  0.240
O  -2.3746  -2.4518  -0.6265  -0.624
H  3.3186  -1.6520  -1.8624  0.429
C  3.1274  -0.8274  -1.2227  -0.230
N  3.1934  -1.4141  0.0925  -0.215
O  2.7291  -1.3536  2.2976  -0.581
C  2.8430  1.3032  -0.0081  0.646
C  -3.1201  1.1933  -0.9970  -0.133
C  -2.9392  -0.0296  -1.4413  -0.602
H  -3.1870  -0.3524  -2.4567  0.326
N  2.7411  0.5702  1.0548  -0.122
H  2.8072  -2.3309  0.3039  0.239

## Properties
- orbital gap (eV) = 10.0
- lowest unoccupied orbital energy (hartree) = 0.0077
- energy (eV) = -22575.668
- energy above the lowest of the compared OMol25 structures with the same formula, charge and spin (kcal per mole) = 75.2
- structure (SMILES) = O=c1cc[nH]c(=O)[nH]1.O=c1cc[nH]c(=O)[nH]1

No. 2
Molecular formula: C18H34N4OS5Tm
Method: DFT, ωB97M-V/def2-TZVPD

Last column: Mulliken charge in e.
Element x y z (Å)
C  7.2349  7.2908  12.7160  -0.639
C  6.3158  10.4409  5.8135  -1.688
H  8.5755  5.6418  12.7771  0.623
C  9.5403  10.4509  13.2642  0.229
C  6.0150  8.9507  11.3282  -0.709
C  7.7107  5.7402  9.8253  -0.608
C  11.2219  11.6018  9.1174  -0.421
H  6.9266  5.3648  10.5377  0.328
H  5.1289  9.0572  11.8640  0.622
Tm  9.0857  9.1469  10.7673  0.042
C  12.8398  11.5938  10.8996  -0.254
C  10.9770  12.9735  9.4009  -0.836
H  8.0006  12.5031  5.4473  0.528
H  9.3932  7.1224  13.3692  0.312
C  8.6892  6.6765  12.5966  -0.841
H  7.3361  9.3221  12.8402  0.198
H  6.5896  6.6638  12.1282  0.185
N  8.1905  10.7929  9.1014  0.077
N  7.2182  8.6373  12.1111  0.083
N  7.4596  10.2171  7.9103  -0.174
H  8.8979  12.5579  6.8875  0.176
H  7.4779  11.2614  9.5781  0.271
H  12.8656  8.3579  7.5328  0.423
H  9.0228  11.1093  5.8754  0.362
C  8.3504  11.8870  6.2280  -1.434
S  8.7622  10.3088  14.7023  -0.215
H  5.1730  7.0658  10.5882  0.600
H  6.9105  7.2912  13.7560  0.389
O  10.8471  8.6312  9.4320  -0.316
S  12.2756  9.1862  9.6975  0.455
H  5.4089  9.9861  6.2551  0.327
N  9.3649  6.8139  11.2651  -0.065
H  6.1335  11.2038  5.0887  0.504
S  9.0196  11.5189  11.9988  -0.271
H  13.4843  10.9804  11.5558  0.337
H  6.7837  13.0527  8.0400  0.323
C  12.6742  12.9335  11.1167  -0.618
H  5.1303  8.3886  9.4985  0.569
H  8.0546  9.5259  7.5447  0.408
H  13.2370  13.3794  11.9318  0.365
H  5.6346  11.7490  8.2783  0.402
H  12.6302  10.1498  7.5289  0.325
S  7.1384  7.3172  9.1607  -0.038
C  9.1136  5.7083  10.3594  -0.861
H  14.0673  9.4797  8.1521  0.410
C  5.7589  7.9020  10.2057  -0.972
H  7.7636  5.0330  9.0158  0.559
C  13.0220  9.2708  8.0502  -1.074
C  11.6417  13.5969  10.4490  -0.679
C  12.1102  10.9607  9.9384  0.639
H  9.7648  5.8902  9.5158  0.363
H  10.2421  13.5163  8.8400  0.383
H  6.1853  9.9506  10.8792  0.201
H  8.8514  11.5038  8.8168  -0.350
H  11.4333  14.6507  10.5967  0.456
H  10.7729  11.0504  8.2832  0.839
H  5.5760  12.7320  6.8003  0.400
C  6.2754  12.2530  7.5439  -1.711
H  9.3749  4.6942  10.7376  0.402
S  10.7709  9.2983  12.7558  -0.352
C  7.1593  11.1996  6.9137  1.314
H  10.3708  6.7916  11.4632  0.318
H  6.9130  9.6622  5.3035  0.383

## Properties
- spin multiplicity = 3
- orbital gap (spin up / spin down) (eV) = 7.3 / 7.3
- charge = +1
- lowest unoccupied orbital energy (spin up / spin down) (hartree) = -0.0849 / -0.0849
- energy (eV) = -110928.231
- energy above the lowest of the compared OMol25 structures with the same formula, charge and spin (kcal per mole) = 18.2

No. 3
Molecular formula: C6H9N
Method: DFT, ωB97M-V/def2-TZVPD

Last column: Mulliken charge in e.
Element x y z (Å)
H  -0.1567  -0.9728  2.5789  0.263
C  0.6022  1.0080  -1.2344  -0.817
C  0.4038  2.1318  -1.6249  0.142
C  -1.4485  -0.7234  0.7133  -0.464
C  1.0743  -0.4486  0.9042  -0.528
H  -1.9514  -1.6273  1.0246  0.281
C  0.5976  -0.2365  -0.5859  -0.024
H  1.9157  0.0858  1.4235  0.349
H  -1.2300  -1.0460  -1.3686  0.276
H  -0.5704  0.7232  2.0976  0.289
H  1.4269  -1.5213  1.0845  0.291
H  -2.2332  0.0461  0.5128  0.242
H  0.4511  3.1445  -2.1203  0.391
H  1.3042  -0.7123  -1.2335  0.196
N  -0.6462  -0.9824  -0.4462  -0.349
C  -0.3016  -0.2717  1.6817  -0.538

## Properties
- orbital gap (eV) = 9.7
- lowest unoccupied orbital energy (hartree) = 0.0392
- energy (eV) = -7854.616
- energy above the lowest of the compared OMol25 structures with the same formula, charge and spin (kcal per mole) = 81.7
- structure (SMILES) = C#C[C@H]1CCCN1

No. 4
Molecular formula: C12H38O12
Method: DFT, ωB97M-V/def2-TZVPD

Last column: Mulliken charge in e.
Element x y z (Å)
O  -0.1979  3.4267  -0.7209  -0.439
H  -3.2260  -2.1111  -2.9094  0.304
C  -2.2236  -2.6188  1.2646  -0.061
H  1.1503  4.1363  -2.1915  0.285
H  -0.6486  2.8020  2.1065  0.231
H  0.2647  0.6516  1.5249  0.403
H  1.7315  3.6498  4.8326  0.395
H  0.4009  4.3625  3.8917  0.310
H  -2.0998  -3.6638  1.5080  0.227
H  4.6383  -3.2266  -0.8080  0.283
H  -1.4726  -1.7074  3.0330  0.215
H  -3.2168  1.4787  1.4649  0.200
H  0.3831  1.8795  3.9279  0.406
H  -0.1544  0.4656  -0.8548  0.047
H  1.7623  6.2007  -1.1051  0.328
H  -2.9715  -0.9551  2.3438  -0.023
H  1.5372  0.7891  -0.4175  0.357
H  2.3936  5.3431  3.4601  0.284
H  3.8476  -4.6101  -0.0454  0.304
H  -0.6761  -3.0016  -2.0375  0.067
C  -1.3265  -2.4510  -2.7212  -0.062
H  -2.0436  -4.5382  -3.5889  0.336
O  2.2175  4.5293  2.9677  -0.529
O  4.3581  -4.8483  -2.1249  -0.533
O  -2.6749  -2.7297  -2.3908  -0.581
O  -3.3312  -2.5871  3.4642  -0.527
O  0.4222  -0.1975  1.0641  -0.495
C  -1.1303  -2.9785  -4.1644  -0.390
H  -3.2462  -2.7352  -0.4881  0.385
H  -1.9259  -2.5566  -4.8111  0.301
O  2.3435  4.6564  0.0500  -0.518
O  1.5686  -4.6191  -1.6096  -0.538
H  -2.3935  1.4063  -0.1508  0.103
C  2.5288  -3.5551  -1.4727  -0.040
H  -0.3775  5.0427  -1.8640  0.387
O  -2.2013  3.1904  1.0320  -0.683
H  -0.1354  -2.7079  -4.5790  0.300
O  0.2716  2.4544  1.9893  -0.334
O  -1.2306  -4.3595  -4.0724  -0.516
H  0.4874  3.0016  -0.2090  0.201
H  1.9354  -5.2344  -2.2464  0.323
C  0.7129  0.0784  -0.3122  0.057
C  3.8943  -4.0468  -0.9925  -0.445
H  0.6589  5.8407  0.2394  0.240
O  -3.4180  -2.5829  0.4560  -0.528
H  2.0797  -2.7994  -0.8180  0.074
C  -2.9086  2.0626  0.5922  -0.509
H  1.9111  1.8489  3.0597  0.352
H  2.7653  -3.1298  -2.4511  0.262
H  -3.1391  -3.5229  3.3501  0.343
H  5.1154  -5.4061  -1.9362  0.283
H  -3.8371  2.3870  0.1176  0.362
H  1.0631  -0.8460  -0.7697  -0.242
H  -1.1735  -1.3680  -2.5835  0.182
C  0.9919  2.4395  3.2031  -0.559
C  0.4496  4.4738  -1.4211  -0.426
H  -1.2949  -2.2307  0.7715  0.051
H  2.2561  4.6199  1.0162  0.373
H  -1.6317  3.4686  0.2807  0.479
C  1.3420  3.7721  3.8222  -0.537
C  1.2794  5.3711  -0.5435  -0.460
C  -2.4558  -1.9045  2.5775  -0.063

## Properties
- orbital gap (eV) = 10.0
- lowest unoccupied orbital energy (hartree) = 0.0162
- energy (eV) = -37626.969
- energy above the lowest of the compared OMol25 structures with the same formula, charge and spin (kcal per mole) = 0.0
- structure (SMILES) = OCCO.OCCO.OCCO.OCCO.OCCO.CO.CO

No. 5
Molecular formula: C8H19BeBrCl2F2InKNO6S
Method: DFT, ωB97M-V/def2-TZVPD

Last column: Mulliken charge in e.
Element x y z (Å)
C  6.9422  -1.9993  0.1092  0.518
C  -4.0365  1.8689  -0.2445  -0.915
O  0.2234  -0.7641  1.5360  -0.359
F  -1.3559  3.9448  1.4324  -0.730
Cl  7.1569  -0.3101  -0.5148  -0.205
C  5.7966  -2.8352  -0.3856  -0.861
H  -5.2689  5.0151  -0.1860  0.282
H  -5.9127  2.4573  -2.1845  0.338
H  6.0625  -3.2639  -1.3536  0.375
K  3.6249  2.1860  -0.4773  0.911
C  -0.3232  -2.8576  -0.2159  -1.065
H  -4.0226  1.1639  -1.0706  0.385
H  5.5709  -3.6040  0.3476  0.307
C  2.2121  -2.8739  -0.1269  -0.982
H  -1.1318  -3.3108  -0.7865  0.426
H  2.4898  -3.9275  -0.0953  0.493
O  -4.3869  4.0939  1.3817  -0.442
O  7.7056  -2.4050  0.9276  -0.432
Be  2.4165  0.3175  -4.4185  0.453
O  -0.7128  -0.3263  -0.7007  -0.637
H  -3.0114  2.0783  0.0817  0.267
H  0.4735  -1.5177  2.1007  0.358
Cl  3.9623  -0.9279  -3.0745  -0.287
H  -4.3308  3.0903  -2.7042  0.334
C  -4.7799  4.1250  0.2392  0.124
O  -2.1232  -1.3508  0.9458  -0.665
H  0.9743  -3.5554  -1.7317  0.362
H  1.9203  -2.5825  0.8845  0.263
F  3.9859  0.1157  0.4620  -0.743
O  -1.0628  1.8114  3.1718  -0.358
S  -0.8140  -1.2353  0.3987  1.283
H  -1.7485  1.4892  3.7836  0.446
H  -5.6019  4.2059  -2.1622  0.305
H  0.9494  -1.7570  -1.5957  0.399
C  0.9672  -2.6997  -1.0538  -0.540
H  -0.1113  -3.5019  0.6408  0.498
N  -4.6659  3.1051  -0.6498  0.190
C  -5.1579  3.2262  -2.0030  -0.880
H  -0.8727  1.1483  2.4793  0.364
Br  -0.0463  -0.3438  4.1295  -0.337
H  -4.5872  1.4399  0.5957  0.301
In  3.9356  -1.6275  -0.6768  1.077
H  -1.3046  2.6948  2.7644  0.382

## Properties
- orbital gap (eV) = 1.7
- charge = +1
- lowest unoccupied orbital energy (hartree) = -0.3301
- energy (eV) = -155623.492

No. 6
Molecular formula: C6H10N2
Method: DFT, ωB97M-V/def2-TZVPD

Last column: Mulliken charge in e.
Element x y z (Å)
C  1.4526  -1.4059  0.0475  -1.281
H  2.7012  2.3015  -0.9241  0.297
N  -0.7244  -0.1790  0.0549  0.240
H  2.8394  2.2627  0.8748  0.301
C  -1.4146  -1.4812  0.0185  -1.139
N  -2.4008  1.6298  -0.0903  -0.173
C  1.3975  0.9988  0.0440  -0.097
H  0.8626  -2.3105  -0.0312  0.374
H  2.0644  -1.4704  0.9487  0.357
H  -1.1441  -2.0061  -0.9015  0.439
H  2.1522  -1.3989  -0.7908  0.381
C  -1.6049  0.7273  0.2404  0.443
H  -2.9960  2.1029  0.6058  0.350
C  0.6569  -0.1346  0.0477  1.068
C  2.3446  1.8536  -0.0010  -0.767
H  -1.1377  -2.0860  0.8854  0.425
H  -2.5495  1.9507  -1.0620  0.329
H  -2.4991  -1.3547  0.0333  0.453

## Properties
- orbital gap (spin up / spin down) (eV) = 7.4 / 7.4
- charge = +2
- lowest unoccupied orbital energy (spin up / spin down) (hartree) = -0.4008 / -0.4005
- energy (eV) = -9341.407
- energy above the lowest of the compared OMol25 structures with the same formula, charge and spin (kcal per mole) = 79.7